DFT (wB97M-V/def2-TZVPD) results for the molecule C4H4F4P2 in a non-equilibrium geometry.

CARTESIAN COORDINATES (ANGSTROEM)
C 0.88971 0.09909 -0.03811
C -0.02468 0.60164 0.99103
C 0.38939 -1.25021 -0.47156
C -1.12248 -1.00777 -0.52149
F 0.96195 -1.65917 -1.63852
F 0.62559 -2.20036 0.51207
F -1.61989 -0.26304 -1.53913
F -1.80603 -2.14801 -0.26100
P 2.06028 0.93087 -0.91602
P -0.17992 2.28773 1.60412
H -0.63061 -0.05272 1.65488
H 2.38486 -0.20241 -1.68484
H -1.43249 2.07961 1.95357
H -0.49571 2.78474 0.35500

Calculated values
Highest occupied orbital energy (spin up / spin down) ... -8.24 / -9.34 eV
Energy relative to the best compared isomer or geometry (same formula, charge and spin) ... 42.7 kcal per mole
F_max ... 2.60 eV/A
M ... 190.0 g/mol

---

DFT (wB97M-V/def2-TZVPD) results for the ion C4H4FIN3O2 with charge +1.

CARTESIAN COORDINATES (ANGSTROEM)
O 2.93725 -0.64125 0.80698
C 2.15040 -0.15022 0.05508
O 2.09949 1.13919 -0.31661
C 1.01654 -0.94392 -0.60141
N -0.28376 -0.37035 -0.25554
C -0.91446 -0.51389 0.89014
N -2.01349 0.22012 0.75442
F -2.94100 0.36087 1.69164
C -2.03925 0.80848 -0.48492
I -3.51048 2.01136 -1.19808
N -0.95623 0.43578 -1.10998
H 2.91206 1.58850 -0.03053
H 1.10412 -0.88104 -1.68561
H 1.04341 -1.97859 -0.26890
H -0.60459 -1.08503 1.75331

Calculated values
Highest occupied orbital energy ... -14.14 eV
Energy relative to the best compared isomer or geometry (same formula, charge and spin) ... 0.0 kcal per mole
Total charge ... +1
F_max ... 0.38 eV/A
SMILES string ... O=C(O)Cn1c[n+](F)c(I)n1
M ... 272.0 g/mol

---

DFT (wB97M-V/def2-TZVPD) results for the molecule C4H4FN in a non-equilibrium geometry.

CARTESIAN COORDINATES (ANGSTROEM)
C 0.19957 0.37009 2.09635
C -0.00066 0.40048 -0.55590
C 0.66914 -0.06548 0.80231
C -0.45300 -0.90262 -0.05037
N -0.21966 0.59946 3.15660
F -0.07660 -2.02219 -0.64032
H -0.94516 1.13276 -0.45038
H 0.59006 0.59036 -1.46977
H 1.62952 -0.42276 0.82610
H -1.55062 -0.89504 0.30352

Calculated values
Highest occupied orbital energy ... -10.37 eV
Energy relative to the best compared isomer or geometry (same formula, charge and spin) ... 38.2 kcal per mole
F_max ... 4.86 eV/A
SMILES string ... N#C[C@@H]1C[C@H]1F
M ... 85.1 g/mol